{
  "formula": "C6H10N4O",
  "method": "ωB97M-V with the def2-TZVPD basis set",
  "symbols": ["C", "C", "C", "C", "C", "C", "N", "N", "N", "N", "O", "H", "H", "H", "H", "H", "H", "H", "H", "H", "H"],
  "coordinates": [[-4.030, 0.269, -0.517], [1.252, -0.613, 0.620], [0.132, -0.728, 1.602], [0.414, -0.212, -0.595], [-0.739, 0.381, 0.219], [1.164, 0.582, -1.609], [-3.886, -0.979, -0.178], [-2.896, 1.028, -0.481], [-2.583, -1.067, 0.040], [-2.062, 0.087, -0.096], [-0.499, 1.659, 0.570], [-5.019, 0.645, -0.768], [1.919, 0.240, 0.814], [1.900, -1.487, 0.323], [-0.516, -1.540, 1.812], [0.262, -0.066, 2.482], [-0.046, -1.157, -1.020], [0.369, 0.955, -2.333], [1.643, -0.196, -2.262], [1.914, 1.392, -1.208], [-1.055, 1.989, 1.207]],
  "lowdin_charge": [-0.243, -0.198, -0.004, -0.347, -0.360, -0.064, 0.028, 0.121, 0.033, -0.176, 0.142, 0.099, 0.114, 0.135, 0.063, 0.087, 0.165, 0.103, 0.093, 0.126, 0.083],
  "e_homo_ev": [-5.25, -10.40],
  "e_above_lowest_kj_mol": 304.83,
  "orbital_gap_ev": [5.9488, 8.2932],
  "lumo_energy_ha": [0.026, -0.077],
  "spin_multiplicity": 3,
  "e_tot_ha": -528.618076
}

{
  "formula": "C6H10N4O",
  "method": "ωB97M-V with the def2-TZVPD basis set",
  "symbols": ["C", "C", "C", "C", "C", "C", "N", "N", "N", "N", "O", "H", "H", "H", "H", "H", "H", "H", "H", "H", "H"],
  "coordinates": [[0.800, 1.990, 0.213], [2.059, 1.554, 0.162], [-0.167, -2.089, 0.246], [1.921, -0.898, 0.060], [-0.532, 1.357, -0.389], [-2.365, -1.208, -0.272], [-0.888, -1.044, -0.186], [-0.302, 0.021, -0.586], [2.436, 0.153, -0.312], [1.230, -1.913, 0.376], [-1.597, 1.587, 0.498], [0.737, 2.972, 0.674], [2.885, 2.185, 0.511], [-0.326, -2.985, 0.831], [-0.593, 1.896, -1.356], [-2.652, -2.123, 0.267], [-2.754, -0.350, 0.167], [-2.713, -1.315, -1.360], [3.220, 0.288, -1.060], [1.669, -2.586, 1.094], [-2.069, 2.509, 0.423]],
  "lowdin_charge": [0.070, 0.013, 0.032, 0.066, -0.359, 0.086, -0.090, 0.125, 0.169, 0.181, -0.008, 0.145, 0.148, 0.170, 0.188, 0.120, 0.070, 0.161, 0.258, 0.256, 0.200],
  "e_homo_ev": [-17.30, -17.32],
  "total_charge": 2,
  "e_above_lowest_kj_mol": 588.77,
  "orbital_gap_ev": [7.3654, 7.3949],
  "lumo_energy_ha": [-0.365, -0.365],
  "spin_multiplicity": 1,
  "e_tot_ha": -527.992925
}